(1)
Formula: C5H12N2O2
Source: OMol25
Level of theory: ωB97M-V/def2-TZVPD

XYZ file:
```
21
Properties=species:S:1:pos:R:3
H 1.39 0.67 -1.89
H -1.24 2.21 0.14
H 1.93 -1.03 -2.07
O 3.26 -0.61 0.40
H 0.23 2.41 -0.60
C -0.43 1.62 -0.37
H 0.25 -2.21 0.98
H -0.68 1.08 -1.22
N 1.10 -1.61 0.86
C -1.22 -0.13 1.46
H -2.13 0.38 1.35
H 0.33 1.29 1.44
C -0.07 0.63 0.69
N 2.34 0.23 0.39
H -1.38 -1.14 0.98
H -1.05 -0.14 2.49
H 2.02 -1.86 0.98
C 1.15 -0.34 -1.94
C 1.00 -0.34 0.40
H 0.20 -0.63 -2.21
O 2.46 1.46 0.44
```

Values from the calculation:
**Frontier orbital gap (alpha / beta)**: 7.483 / 7.563 eV
**Energy above the lowest of the compared OMol25 structures with the same formula, charge and spin**: 168.1 kcal per mole
**Total energy**: -457.48097 Eh

Atom charges from the natural (NBO) analysis, given in e for atoms 1 to 2: H 0.189; H 0.209


(2)
Formula: C8H18ClIO3PSZr
Source: OMol25
Level of theory: ωB97M-V/def2-TZVPD

XYZ file:
```
34
Properties=species:S:1:pos:R:3
C 0.79 -1.04 -2.22
H 1.58 -1.41 -2.90
H -1.00 1.08 4.43
C -0.51 1.40 3.49
H -0.13 2.43 3.63
H 0.53 -3.69 -0.61
H 1.02 0.52 5.72
H -3.36 2.65 -5.71
H -1.29 1.38 2.66
C -0.77 -2.30 1.87
P 1.18 -1.36 -0.45
H 2.24 -3.47 -1.21
H 2.84 0.43 -0.41
H 0.64 0.04 -2.37
O -0.94 -3.33 2.40
H 2.65 0.11 4.93
H -4.51 3.45 -4.58
S 0.95 0.23 3.34
C -4.00 1.43 -4.06
H 1.86 -3.45 0.57
Zr -0.24 -0.01 1.06
H 1.97 1.77 4.79
H 3.55 -1.07 -1.14
H -5.08 2.20 -5.71
O 1.76 0.67 2.06
H 3.31 -0.90 0.65
Cl 0.18 2.14 -0.17
C -4.24 2.51 -5.08
C 2.90 -0.67 -0.34
I -2.35 1.89 -2.74
O -4.57 0.38 -3.89
C 1.50 -3.18 -0.43
H -0.17 -1.53 -2.46
C 1.73 0.71 4.88
```

Values from the calculation:
**Frontier orbital gap (alpha / beta)**: 3.199 / 3.033 eV
**Total energy**: -2084.63662 Eh
**Total charge**: +3

Atom charges from the natural (NBO) analysis, given in e for atoms 1 to 2: C -0.889; H 0.307


(3)
Formula: C6H10N2
Source: OMol25
Level of theory: ωB97M-V/def2-TZVPD

XYZ file:
```
18
Properties=species:S:1:pos:R:3
H -1.05 2.14 -1.26
C -2.21 -0.23 -0.61
N 1.84 -0.09 0.30
H -0.13 -1.09 1.30
C 2.70 -0.91 -0.48
H -1.98 -1.28 -0.82
H -2.47 0.26 -1.54
C -1.02 0.43 0.05
H -3.09 -0.22 0.04
C -0.71 -0.17 1.39
C 1.16 0.89 0.11
H -1.66 -0.43 1.88
H 3.10 -0.39 -1.35
C -0.62 1.62 -0.42
N 0.65 2.01 0.02
H -0.17 0.51 2.04
H 2.15 -1.80 -0.81
H 3.52 -1.24 0.16
```

Values from the calculation:
**Frontier orbital gap**: 9.185 eV
**Energy above the lowest of the compared OMol25 structures with the same formula, charge and spin**: 61.1 kcal per mole
**Total energy**: -344.03941 Eh

Atom charges from the natural (NBO) analysis, given in e for atoms 1 to 2: H 0.203; C -0.624


(4)
Formula: C51H43BMoN5Si
Source: OMol25
Level of theory: ωB97M-V/def2-TZVPD

XYZ file:
```
102
Properties=species:S:1:pos:R:3
H -2.50 -2.09 3.55
C -1.80 -1.86 -2.03
H 4.44 -1.40 0.10
H -0.75 -1.89 -2.25
H -2.59 -6.32 0.47
H 0.82 -3.78 0.90
N 0.47 1.78 1.06
H -4.68 0.89 -1.18
C -0.71 0.81 5.31
C -1.51 2.65 -0.67
C 3.16 -2.33 -4.48
C -0.27 0.38 4.07
C 4.57 0.45 -4.03
C 5.75 1.17 -3.89
C -1.99 -1.27 4.02
H 1.42 -4.33 -6.60
Mo -1.08 0.60 -0.24
H -0.27 1.43 1.70
C -2.43 -0.84 5.27
C 1.35 -0.06 -2.27
H 1.19 6.74 2.63
C 1.95 4.74 2.68
H -1.06 6.02 -0.81
C 3.95 1.06 -1.80
H 6.44 1.23 -4.72
C 0.71 3.15 1.35
C 3.65 0.35 -2.98
C 2.41 -1.27 0.79
C -2.98 1.51 2.32
C 2.90 -3.35 -5.38
N -2.92 0.90 1.14
H 0.60 0.86 3.64
C 5.12 1.78 -1.67
C 1.63 -3.52 -5.91
C -1.80 0.21 5.91
H -3.41 3.56 -3.36
H 2.37 2.64 2.59
H 3.77 -2.19 4.26
C -0.91 -0.66 3.38
C -3.95 -2.20 -1.80
C -1.08 -2.82 1.23
H 6.96 2.40 -2.60
H 5.33 -1.99 2.35
C 2.16 -1.43 -4.10
H -0.19 1.63 5.81
Si -0.36 -1.10 1.60
H -4.08 -4.41 1.00
C 0.62 -2.65 -5.52
H -3.12 -2.20 1.45
C 2.38 -0.37 -3.10
N -4.12 0.33 0.93
H -2.74 -3.62 -3.00
C -2.75 3.68 -2.51
H 2.03 -1.03 -0.20
H -2.13 2.05 2.71
H -5.66 -0.66 -0.36
H 3.69 -4.04 -5.65
C -2.82 -2.73 -2.40
C 1.08 5.73 2.26
H -4.98 -2.52 -1.81
C 6.04 1.84 -2.71
C -0.10 4.16 0.82
C -0.80 -5.16 0.64
H 4.36 -0.03 -4.97
C 0.87 -1.62 -4.64
B -4.60 -0.09 -0.48
H -4.57 1.66 3.87
C 1.52 -1.36 1.85
H 1.38 -1.79 3.96
C 2.04 -1.70 3.10
C -1.06 3.92 -0.29
H 0.08 -0.94 -4.35
C 3.40 -1.93 3.28
H -0.14 -5.98 0.40
C 3.77 -1.49 0.95
H 5.32 2.31 -0.74
N -2.29 -0.87 -1.27
H -2.73 1.60 -2.09
C -2.29 4.93 -2.14
C -4.91 0.55 1.99
C -0.26 -3.91 0.93
C -1.45 5.04 -1.05
C -2.36 2.57 -1.78
C -2.17 -5.35 0.68
C 0.38 0.21 -1.51
C -3.00 -4.28 0.99
N -3.61 -1.09 -1.13
H -3.28 -1.34 5.73
H 1.30 1.21 1.23
H -2.56 5.81 -2.70
C 0.09 5.44 1.35
C 4.27 -1.82 2.21
C 1.74 3.45 2.24
H -0.57 6.24 1.04
H -2.15 0.55 6.88
H 3.23 1.04 -0.99
H -5.92 0.18 1.98
H -0.39 -2.77 -5.92
H 4.15 -2.24 -4.05
C -4.22 1.31 2.91
C -2.46 -3.03 1.25
H 2.75 4.95 3.38
```

Values from the calculation:
**Frontier orbital gap (alpha / beta)**: 5.239 / 6.300 eV
**<S²>**: 2.168
**Energy above the lowest of the compared OMol25 structures with the same formula, charge and spin**: 0.0 kcal per mole
**Total energy**: -2625.62744 Eh
**2S+1**: 3
**Total charge**: -1

Atom charges from the Mulliken analysis, given in e for atoms 1 to 2: H 0.338; C -0.779


(5)
Formula: ClCrI3O4
Source: OMol25
Level of theory: ωB97M-V/def2-TZVPD

XYZ file:
```
9
Properties=species:S:1:pos:R:3
O 1.88 0.63 1.14
O 0.43 -0.57 -0.30
I -3.33 -0.99 -1.84
O 2.39 0.42 -1.16
Cr -1.70 0.21 0.02
O 2.53 -1.45 0.25
I -1.42 2.86 -0.56
I -2.61 -0.87 2.46
Cl 1.83 -0.23 -0.01
```

Values from the calculation:
**Frontier orbital gap (alpha / beta)**: 6.914 / 7.172 eV
**<S²>**: 6.027
**Energy above the lowest of the compared OMol25 structures with the same formula, charge and spin**: 0.0 kcal per mole
**Total energy**: -2698.67089 Eh
**2S+1**: 5
**Total charge**: -2

Atom charges from the natural (NBO) analysis, given in e for atoms 1 to 2: O -0.841; O -0.937


no.,molecular weight (g mol⁻¹)
1,132.16
2,478.85
3,110.16
4,860.78
5,532.16